Density functional theory data (ωB97M-V with the def2-TZVPD basis set) for a cluster of 2 separate species, C4H14N2 in total in a non-equilibrium geometry.

```
20
Properties=species:S:1:pos:R:3
C -0.08301 -0.76232 2.63717
N -0.51375 0.48430 3.33843
C -0.93074 1.37103 2.19177
H 0.81199 -0.53527 2.03382
H -0.83464 -1.23928 1.98587
H 0.19881 -1.47548 3.43001
H -1.33152 0.36813 3.95042
H -1.90353 1.06006 1.77511
H -0.16364 1.27299 1.40530
H -0.99761 2.43146 2.48777
C 0.86352 0.07725 -1.42120
N -0.06106 -0.65135 -2.28245
C 0.28719 -0.40097 -3.71833
H 1.88795 -0.28012 -1.61978
H 0.60233 -0.16557 -0.37745
H 0.84349 1.17333 -1.54300
H 0.14768 -1.62234 -2.01714
H 1.30353 -0.80431 -3.86320
H 0.28174 0.65808 -4.02655
H -0.40873 -0.95962 -4.36654
```

Output
SMILES string ... CNC.CNC
HOMO ... -8.945 eV
Charge ... 0
F_max ... 2.3 eV Å⁻¹
Molar mass ... 90.17 g mol⁻¹
Energy above the lowest of the compared OMol25 structures with the same formula, charge and spin ... 117.96 kJ/mol
Kohn-Sham gap ... 10.00 eV